Entry 1:
This record from the Open Molecules 2025 dataset describes an isolated molecule of C25H28N4O5S in a non-equilibrium geometry. The level of theory is ωB97M-V/def2-TZVPD.

Structure (ORCA input):
```
! RIJCOSX wB97M-V def2-TZVPD def2/J DEFGRID3
* xyz 0 1
C -5.3374 -4.6458 1.0058
O -4.1130 -4.2056 1.5445
C -3.1546 -3.7503 0.7040
C -1.9799 -3.2889 1.3087
C -0.9427 -2.8067 0.5510
C -1.0341 -2.7664 -0.8468
C -0.0073 -2.2169 -1.6885
C 1.2399 -1.8216 -1.3511
C 1.8951 -2.0169 -0.1271
N 2.5529 -2.1786 0.8038
C 2.0666 -1.0733 -2.3623
O 2.2994 -1.4675 -3.4818
N 2.5461 0.1069 -1.8787
C 1.9920 0.6997 -0.7086
C 0.6299 0.9493 -0.7367
C -0.0524 1.3419 0.3951
S -1.8183 1.4507 0.2834
O -2.3594 1.7448 1.5837
O -2.3198 0.2964 -0.4077
N -1.9699 2.7519 -0.7789
C -3.1560 2.7496 -1.6137
C -4.3578 3.3115 -0.8514
O -4.0773 4.6019 -0.3527
C -2.9807 4.5729 0.5364
C -1.7238 4.0392 -0.1596
C 0.6385 1.5447 1.5761
C 1.9995 1.3471 1.6112
C 2.7264 0.8862 0.4900
N 4.0479 0.6316 0.6175
C 4.9519 0.2575 -0.4552
C 6.3180 0.1898 0.2222
C 5.9570 -0.3214 1.6113
C 4.6728 0.4440 1.9170
C -2.2164 -3.2193 -1.4387
C -3.2601 -3.7116 -0.6850
H -5.1988 -5.5085 0.3462
H -5.8450 -3.8454 0.4590
H -5.9453 -4.9407 1.8596
H -1.9193 -3.3114 2.3851
H -0.0567 -2.4366 1.0414
H -0.2902 -2.0514 -2.7220
H 3.0593 0.6775 -2.5373
H 0.0693 0.7866 -1.6441
H -3.3347 1.7168 -1.9109
H -2.9478 3.3638 -2.4961
H -5.2232 3.4205 -1.5074
H -4.6024 2.6321 -0.0213
H -2.8327 5.6017 0.8695
H -3.2094 3.9297 1.3968
H -0.9142 3.9111 0.5599
H -1.4072 4.7328 -0.9459
H 0.0933 1.8441 2.4570
H 2.5215 1.5206 2.5365
H 4.6885 -0.7224 -0.8680
H 4.9310 1.0030 -1.2525
H 6.7580 1.1858 0.2893
H 7.0064 -0.4634 -0.3084
H 6.7340 -0.1390 2.3501
H 5.7472 -1.3899 1.5708
H 4.0139 -0.1203 2.5799
H 4.9000 1.4159 2.3738
H -2.3142 -3.1881 -2.5143
H -4.1542 -4.0516 -1.1837
*
```

SMILES: COc1ccc(/C=C(\C#N)C(=O)Nc2cc(S(=O)(=O)N3CCOCC3)ccc2N2CCCC2)cc1
relative energy (zero: lowest compared OMol25 entry of this formula, charge and spin): 3.212 eV
HOMO energy: -7.9924 eV
HOMO-LUMO gap: 0.2871 Ha

Entry 2:
This record from the Open Molecules 2025 dataset describes an isolated ion of composition C5H8N and charge +1 in a non-equilibrium geometry. The level of theory is ωB97M-V/def2-TZVPD.

Structure (ORCA input):
```
! RIJCOSX wB97M-V def2-TZVPD def2/J DEFGRID3
* xyz 1 1
C 1.5855 -1.1223 0.0211
C 1.0665 0.2276 0.0447
C 1.0249 1.5116 0.1584
C -0.2337 0.9489 -0.4706
C -1.2193 0.4219 0.3802
N -2.1764 -0.3460 -0.0324
H 2.4957 -1.1791 0.6150
H 1.8189 -1.3972 -1.0074
H 0.8682 -1.8446 0.4105
H 1.4436 2.4616 0.3814
H -0.4165 1.0376 -1.5360
H -1.0783 0.5223 1.4518
H -2.8299 -0.7763 0.6094
H -2.3491 -0.4662 -1.0261
*
```

SMILES: CC1=C[C@@H]1C=[NH2+]
relative energy (zero: lowest compared OMol25 entry of this formula, charge and spin): 2.276 eV
HOMO energy: -14.5998 eV
HOMO-LUMO gap: 0.3782 Ha

Entry 3:
This record from the Open Molecules 2025 dataset describes an isolated ion of composition C7H8N and charge +1 in a non-equilibrium geometry. The level of theory is ωB97M-V/def2-TZVPD.

Structure (ORCA input):
```
! RIJCOSX wB97M-V def2-TZVPD def2/J DEFGRID3
* xyz 1 3
C 1.5418 0.4517 0.1172
C 3.8477 -0.3312 0.0337
C -2.3915 0.7812 -0.0990
C -1.6064 -1.2228 -0.3183
C 0.2754 0.8414 -0.0938
C -2.0839 -0.3736 0.7728
C -1.0121 0.1766 -0.0970
N 2.6730 0.0928 0.1278
H 4.7169 0.3668 -0.3234
H 4.1595 -1.3893 0.3644
H -2.4312 1.8184 0.3176
H -3.0660 0.7817 -0.8884
H -0.8756 -2.0060 -0.0550
H -2.0944 -1.3748 -1.2971
H 0.3902 1.9890 -0.3468
H -2.0436 -0.6017 1.7852
*
```

relative energy (zero: lowest compared OMol25 entry of this formula, charge and spin): 0.000 eV
HOMO energy (spin up / spin down): -11.3851 / -14.9318 eV
HOMO-LUMO gap (spin up / spin down): 0.2794 / 0.2699 Ha

Entry 4:
This record from the Open Molecules 2025 dataset describes C40H55N5O4SSiV as an isolated structure in a non-equilibrium geometry. The level of theory is ωB97M-V/def2-TZVPD.

Structure (ORCA input):
```
! RIJCOSX wB97M-V def2-TZVPD def2/J DEFGRID3
* xyz 1 3
V -0.3569 0.3302 -0.6744
C -3.6853 2.0072 5.0066
C -4.6744 2.3162 3.9207
C -5.8687 2.9677 4.2016
C -6.7877 3.2706 3.2084
C -6.5283 2.8922 1.9009
C -5.3558 2.2179 1.5947
C -4.4290 1.9546 2.5934
N -3.2146 1.2631 2.3139
C -2.4347 1.3927 1.2115
N -2.6398 2.4646 0.4317
C -1.9479 2.9113 -0.7415
C -0.9182 2.1736 -1.3186
C -0.3315 2.7361 -2.4658
C -0.7357 3.9480 -2.9853
C -1.7711 4.6453 -2.3690
C -2.4005 4.1454 -1.2447
C -3.5147 4.9146 -0.5891
N -1.5042 0.4951 0.9358
C -1.2496 -0.5472 1.8954
C -1.6877 -1.8353 1.6253
C -1.4505 -2.8574 2.5337
C -0.7867 -2.5732 3.7169
C -0.3378 -1.2837 3.9678
C -0.5414 -0.2470 3.0623
C 0.0083 1.1262 3.3212
H -4.0186 2.4210 5.9557
H -2.7023 2.4228 4.7821
H -3.5565 0.9317 5.1565
H -6.0698 3.2539 5.2265
H -7.7005 3.7913 3.4579
H -7.2424 3.1026 1.1170
H -5.1808 1.8824 0.5797
H -2.9585 0.5029 2.9271
H -3.3359 3.1030 0.7879
H 0.4748 2.2090 -2.9689
H -0.2574 4.3532 -3.8659
H -2.0967 5.5967 -2.7692
H -3.7347 5.8198 -1.1506
H -3.2621 5.2250 0.4291
H -4.4432 4.3399 -0.5327
H -2.2408 -2.0293 0.7124
H -1.7949 -3.8598 2.3217
H -0.6008 -3.3547 4.4403
H 0.2075 -1.0753 4.8802
H 0.7086 1.1033 4.1542
H -0.7780 1.8431 3.5692
H 0.5351 1.5183 2.4481
N -3.4457 -4.8440 -4.2014
C -3.8857 -3.5771 -4.2038
S -5.2001 -3.0553 -5.0008
C -3.0078 -2.6137 -3.3953
C -1.6967 -2.9028 -3.0345
C -0.9770 -1.9658 -2.3133
N -1.5069 -0.8004 -1.9308
C -2.7617 -0.5053 -2.2971
C -3.5349 -1.3835 -3.0261
H -3.9736 -5.5319 -4.7141
H -2.7004 -5.1697 -3.6131
H -1.1775 -3.8061 -3.3209
H 0.0567 -2.1559 -2.0393
H -3.1311 0.4663 -1.9920
H -4.5417 -1.1196 -3.3154
C 3.1274 -2.9242 2.7763
C 3.6364 -1.7613 1.9399
C 5.1130 -1.9385 1.6299
C 3.3630 -0.4391 2.6366
O 2.8703 -1.8113 0.7116
Si 2.7290 -0.7632 -0.5183
O 1.4190 0.2127 -0.3517
O 2.3827 -1.5991 -1.8922
C 3.0414 -2.7188 -2.5350
C 2.1374 -3.9335 -2.3711
C 4.4013 -3.0018 -1.9126
C 3.1822 -2.3325 -3.9971
O 4.0783 0.1258 -0.5970
C 4.4712 1.3121 -1.3316
C 4.8013 2.3610 -0.2834
C 3.3511 1.7902 -2.2426
C 5.6977 0.9294 -2.1440
H 3.7017 -3.0044 3.7004
H 3.2342 -3.8581 2.2236
H 2.0770 -2.7912 3.0290
H 5.6976 -1.8248 2.5442
H 5.4640 -1.2029 0.9097
H 5.2973 -2.9375 1.2352
H 3.8885 -0.3934 3.5922
H 2.2977 -0.3352 2.8288
H 3.6942 0.4082 2.0356
H 1.8633 -4.0585 -1.3227
H 2.6437 -4.8416 -2.6998
H 1.2305 -3.8317 -2.9715
H 4.3009 -3.4103 -0.9099
H 5.0057 -2.0979 -1.8582
H 4.9393 -3.7297 -2.5224
H 2.2172 -2.0138 -4.3928
H 3.5401 -3.1710 -4.5956
H 3.8864 -1.5080 -4.1112
H 3.9162 2.6093 0.3034
H 5.1672 3.2729 -0.7567
H 5.5699 1.9918 0.3954
H 2.4703 2.0706 -1.6667
H 3.0740 1.0165 -2.9615
H 3.6814 2.6672 -2.8019
H 6.4886 0.5508 -1.4968
H 6.0818 1.7922 -2.6886
H 5.4453 0.1580 -2.8727
*
```

HOMO energy (spin up / spin down): -10.6846 / -10.8232 eV
HOMO-LUMO gap (spin up / spin down): 0.2733 / 0.2728 Ha

Entry 5:
This record from the Open Molecules 2025 dataset describes a 14-piece molecular cluster, C4H34N2O15 overall in a non-equilibrium geometry. The level of theory is ωB97M-V/def2-TZVPD.

Structure (ORCA input):
```
! RIJCOSX wB97M-V def2-TZVPD def2/J DEFGRID3
* xyz 0 1
C -3.3927 -0.7767 2.1440
C -2.6754 -1.8951 1.4507
N -1.5497 -1.6186 0.7309
C -1.4356 -0.4384 -0.1322
C 0.0970 -0.2821 -0.3846
N 0.4336 -0.7425 -1.6019
O 0.9633 0.0932 0.4151
O -2.9072 -3.0553 1.7567
H -3.0374 -0.8527 3.1740
H -3.1725 0.2599 1.8872
H -4.4668 -0.9305 2.1111
H -0.9921 -2.3593 0.3647
H -2.0036 -0.5752 -1.0675
H -1.7400 0.5083 0.2970
H -0.2859 -0.9180 -2.2890
H 1.4123 -0.7227 -1.8864
H 1.8750 -3.0443 0.9523
H 0.9769 -4.2708 0.2789
O 1.1930 -3.3417 0.3303
H 2.1428 -3.1021 -2.7772
H 1.9980 -3.1053 -1.2986
O 2.6594 -3.2939 -1.9899
H 2.0260 1.9792 -0.9836
H 2.7332 2.3786 0.4404
O 2.4286 2.6659 -0.4513
H -3.5560 1.0769 -1.3077
H -3.7064 0.6037 -2.8263
O -3.6877 0.3267 -1.9164
H 2.9680 1.7652 2.8734
H 1.6563 1.4639 2.1730
O 2.3929 2.0983 2.1764
H 0.2445 2.0445 0.5252
H 0.2710 3.5045 0.0980
O -0.3057 2.8312 0.4812
H -1.1974 -0.4176 -4.8807
H -2.1422 -0.9068 -3.9171
O -1.2970 -0.4309 -3.9169
H 0.3521 3.9845 -1.9955
H 1.7504 4.0518 -1.1623
O 1.1906 4.4259 -1.8815
H -1.7179 2.5801 -0.5664
H -2.8448 2.7228 0.3359
O -2.6509 2.3066 -0.5083
H 0.0639 -2.7334 3.0297
H 0.5520 -1.3048 3.6281
O 0.1997 -1.7975 2.8879
H 2.4274 -0.8316 1.0561
H 3.6307 -1.3253 0.3746
O 3.1272 -1.5003 1.1769
H 3.3067 -0.8087 -1.9511
H 3.7620 0.6483 -1.7997
O 3.0673 0.0995 -2.1835
H -0.6286 1.5252 3.4555
H -0.3665 0.5743 2.0980
O -0.1417 0.8625 2.9720
*
```

relative energy (zero: lowest compared OMol25 entry of this formula, charge and spin): 2.130 eV
HOMO energy: -9.2354 eV
HOMO-LUMO gap: 0.3373 Ha

Entry 6:
This record from the Open Molecules 2025 dataset describes C23H23ClN2PYb as an isolated structure in a non-equilibrium geometry. The level of theory is ωB97M-V/def2-TZVPD.

Structure (ORCA input):
```
! RIJCOSX wB97M-V def2-TZVPD def2/J DEFGRID3
* xyz 2 2
Yb 1.2659 0.3710 2.4755
Cl -0.0355 2.1723 3.4806
P 0.2386 0.9604 -0.0399
C -1.1091 0.1761 -0.9819
C -0.8866 -0.6520 -2.0854
C -1.9493 -1.2420 -2.7695
C -3.2543 -1.0844 -2.2836
C -3.4892 -0.3135 -1.1421
C -2.4299 0.3252 -0.5055
C 0.0492 2.7378 -0.4187
C 0.8895 3.6435 0.2637
C 0.7081 5.0170 0.1044
C -0.3018 5.5150 -0.7296
C -1.1044 4.6138 -1.4405
C -0.9260 3.2307 -1.2990
C 1.7776 0.5288 -0.9437
C 2.8630 -0.0961 -0.2894
C 4.0925 -0.2043 -0.9508
C 4.2194 0.2116 -2.2811
C 3.1303 0.7663 -2.9458
C 1.9230 0.9479 -2.2712
H 1.6656 3.2665 0.9370
H 1.3694 5.7061 0.6282
H -0.4674 6.5958 -0.8319
H -1.8814 4.9876 -2.1119
H -1.5493 2.5429 -1.8769
H 0.1235 -0.8224 -2.4568
H -1.7650 -1.8162 -3.6760
H -4.0765 -1.5859 -2.7853
H -4.5077 -0.1882 -0.7553
H -2.6088 0.9661 0.3564
H 2.7556 -0.5372 0.7222
H 4.9426 -0.6250 -0.4065
H 5.1775 0.1160 -2.7938
H 3.2137 1.0563 -3.9899
H 1.0840 1.3992 -2.7916
H 0.1593 -4.4182 -2.8557
H 0.9059 -4.3557 -2.8090
N -1.3280 -4.9042 4.1810
C -0.9819 -3.7100 3.6423
C 0.3851 -3.3880 3.4809
C 0.7105 -2.1338 2.9968
N -0.2426 -1.2440 2.6315
C -1.5572 -1.5156 2.8273
C -1.9693 -2.7509 3.2970
H -0.6230 -5.5825 4.4367
H -2.2933 -5.1635 4.3261
H 1.1935 -4.0610 3.7654
H 1.7799 -1.8409 2.9084
H -2.2516 -0.6990 2.6160
H -3.0339 -2.9194 3.4412
*
```

HOMO energy (spin up / spin down): -14.2455 / -14.2439 eV
HOMO-LUMO gap (spin up / spin down): 0.2520 / 0.2194 Ha